Entry 1:
15
Properties=species:S:1:pos:R:3:forces:R:3:nbo_charge:R:1 method="wB97M-V/def2-TZVPD" homo_lumo_gap_ha=0.354 e_above_lowest_kcal_mol=56.53 smiles="CC(=O)O.CN" e_homo_ha=-0.32775 total_energy_ha=-324.882534 total_charge=0
C 0.4260 -1.4212 1.2914 1.9 -0.9 -0.6 -0.755
C -1.0401 -1.4240 1.3956 1.3 2.8 0.5 0.799
O -1.7615 -2.0457 0.7153 -2.0 -1.5 -1.0 -0.566
O -1.3550 -0.5556 2.3534 1.1 1.1 0.9 -0.707
H 1.0876 -0.6773 0.7686 -1.7 -0.7 -0.5 0.258
H 0.4621 -2.4492 0.9214 1.6 0.1 -0.3 0.240
H 0.9022 -1.3083 2.2458 -0.2 -0.6 0.9 0.232
H -2.1830 -0.5650 2.7829 -2.0 -0.4 0.1 0.496
C 0.4492 1.3688 -1.2218 -1.3 0.1 -0.2 -0.433
N 0.6989 1.4611 -2.6646 3.6 1.4 4.0 -0.869
H 0.6333 2.2675 -0.6398 0.8 0.5 -0.3 0.188
H 1.1510 0.5794 -0.8508 -1.5 0.3 0.4 0.186
H -0.7137 1.3910 -1.0380 2.1 -1.4 -0.1 0.197
H -0.0070 1.1210 -3.1572 -3.3 -1.0 -3.1 0.363
H 1.2499 2.2575 -2.9023 -0.4 0.2 -0.8 0.372


Entry 2:
159
Properties=species:S:1:pos:R:3:forces:R:3:lowdin_charge:R:1 method="wB97M-V/def2-TZVPD" homo_lumo_gap_ha=0.044 e_homo_ha=-0.32273 total_energy_ha=-22068.281890 total_charge=+1
C -3.6963 -1.1769 -4.7153 -0.9 0.3 0.6 0.040
C -3.3394 -0.3713 -3.4859 -0.5 2.7 -2.3 -0.388
O -2.9940 0.7835 -3.4632 -0.5 -2.6 1.0 0.189
N -3.4934 -1.2100 -2.2246 2.6 1.1 -0.5 0.136
H -4.1466 -0.7437 -1.6114 -0.2 0.2 0.7 0.186
H -3.8897 -2.0820 -2.5451 0.0 -0.7 0.4 0.160
C -2.0272 -1.2783 -1.6739 -1.2 -0.8 1.2 0.049
H -2.8064 -1.7406 -4.9955 -0.3 -0.2 -0.4 0.101
H -4.1695 -0.5912 -5.5034 1.1 0.6 -0.2 0.121
H -4.5824 -1.7771 -4.5085 0.3 -0.9 0.4 0.100
H -1.7296 -0.3027 -1.2896 -0.2 0.1 -0.6 0.101
H -1.3313 -1.7002 -2.3991 -0.4 0.3 -0.3 0.102
H -2.0348 -1.9467 -0.8130 -0.2 -0.1 -0.1 0.095
C -3.3831 -7.0568 -8.4334 -2.1 -0.2 -0.4 0.023
C -2.6088 -6.9271 -7.2104 2.0 4.2 0.0 -0.384
O -2.2480 -5.8930 -6.6714 -0.9 -3.5 -0.6 0.185
N -1.9775 -8.2511 -6.8624 -0.9 -0.9 1.8 0.107
H -1.7361 -8.7584 -7.7018 0.0 0.0 -0.4 0.161
H -1.1246 -8.1206 -6.3373 0.4 0.6 0.3 0.168
C -2.8282 -9.2342 -5.9821 1.0 -0.8 -0.2 0.067
H -3.9270 -6.1759 -8.7746 0.6 0.4 0.3 0.126
H -4.2197 -7.7052 -8.1729 -0.1 -0.6 -0.3 0.112
H -2.8253 -7.4826 -9.2674 0.1 -0.1 0.1 0.110
H -3.7207 -8.8459 -5.4915 0.2 0.6 -0.4 0.122
H -2.1176 -9.6072 -5.2445 -0.2 0.3 0.2 0.101
H -3.0411 -10.1110 -6.5937 -0.4 0.4 -0.2 0.099
C -2.8145 3.8386 4.3071 -0.5 -0.1 -1.0 0.055
N -2.5670 4.4027 5.6716 -0.3 0.7 0.5 -0.059
C -3.5575 4.3871 6.6328 1.4 0.8 1.3 0.088
C -3.3111 4.9293 7.9438 1.9 0.0 -1.4 0.086
C -1.9825 5.3496 8.2902 -1.3 -0.6 -2.4 -0.140
C -1.0132 5.3381 7.2585 -0.8 -0.4 -1.3 0.052
C -1.3571 4.9719 5.9141 -0.6 -0.6 2.6 0.051
C -1.6998 5.8039 9.6611 1.2 0.2 -0.2 -0.147
C -2.5075 6.6751 10.3622 0.7 0.3 2.4 0.085
C -2.1433 6.9716 11.7288 -0.5 -1.3 -2.3 0.074
N -1.0071 6.4627 12.2570 -0.4 0.8 -0.3 -0.092
C -0.1249 5.7889 11.5050 -0.4 -0.4 -0.7 0.010
C -0.4715 5.4197 10.2248 -0.1 -0.3 0.5 0.045
C -0.6769 6.7238 13.6611 -0.2 -0.2 0.7 0.038
H -2.4067 4.4447 3.4982 0.4 0.5 0.5 0.120
H -3.8756 3.8068 4.0594 -0.1 -0.2 0.5 0.122
H -2.3735 2.8528 4.1594 -0.1 -0.1 0.6 0.124
H -4.4916 3.9214 6.3554 -0.1 0.1 -0.1 0.157
H -4.0148 5.0738 8.7502 -0.7 -0.6 -0.5 0.125
H 0.0213 5.6070 7.4128 0.0 0.3 0.1 0.120
H -0.6472 4.9987 5.1007 0.0 0.0 -0.1 0.155
H -3.3954 7.1183 9.9361 -0.1 0.0 0.1 0.143
H -2.8583 7.4949 12.3463 0.4 0.2 0.3 0.158
H 0.8101 5.5303 11.9797 -0.1 -0.1 0.0 0.147
H 0.1734 4.7336 9.6960 0.1 0.2 -0.1 0.131
H 0.2822 6.2902 13.9442 0.2 0.4 -0.5 0.107
H -1.3618 6.1528 14.2879 -0.4 0.5 0.0 0.122
H -0.7140 7.8046 13.7981 0.0 -0.2 0.4 0.122
C 0.3358 -3.2724 4.7959 -0.2 -1.1 -0.8 0.063
N 1.3615 -2.4539 5.4909 -1.3 -0.8 -0.6 -0.045
C 2.5147 -2.1601 4.8804 -0.6 -0.2 -0.1 0.045
C 3.4021 -1.3356 5.4854 1.4 0.6 0.7 0.044
C 3.2116 -0.8820 6.7846 -2.9 -0.6 0.0 -0.113
C 1.9623 -1.2524 7.4038 2.0 -0.4 -0.1 0.065
C 1.0716 -2.0555 6.7358 0.8 0.6 0.2 0.021
C 4.0873 0.0759 7.4319 1.5 1.4 0.3 -0.118
C 4.8342 0.9877 6.6242 0.3 -0.1 0.9 0.082
C 5.7281 1.9052 7.2006 -2.4 -0.7 1.7 0.059
N 5.7268 2.0131 8.5859 1.0 -0.7 -0.5 -0.079
C 5.0887 1.1106 9.3987 -0.1 0.2 -2.1 0.032
C 4.2384 0.1561 8.8223 0.8 0.8 0.5 0.047
C 6.7625 2.9778 9.1218 -0.7 -0.6 0.1 0.047
H 0.6152 -4.3255 4.8301 0.4 0.0 0.1 0.123
H 0.2627 -3.0051 3.7417 0.1 0.3 0.1 0.127
H -0.6619 -3.2451 5.2341 0.3 0.6 0.3 0.119
H 2.7827 -2.5574 3.9125 -0.7 -0.2 -0.2 0.176
H 4.3018 -1.1154 4.9300 0.1 0.1 0.0 0.142
H 1.7976 -1.0981 8.4600 -0.2 0.5 -0.1 0.123
H 0.1535 -2.3739 7.2071 -0.1 -0.1 -0.3 0.160
H 4.6663 0.9340 5.5587 0.4 0.3 -0.1 0.133
H 6.2901 2.6825 6.7041 0.0 -0.3 -0.4 0.143
H 5.2996 1.1222 10.4578 0.0 0.3 0.0 0.150
H 3.7693 -0.5016 9.5390 -0.2 -0.3 -0.3 0.131
H 6.9735 3.6488 8.2891 0.4 -0.1 0.4 0.098
H 7.5956 2.3598 9.4567 0.2 0.3 -0.3 0.117
H 6.3956 3.5509 9.9733 -0.3 -0.2 -0.2 0.106
C 2.6891 -2.0387 -6.7822 -0.8 -1.2 0.5 0.040
N 3.9238 -1.5524 -6.1997 1.4 1.9 1.0 -0.087
C 3.9156 -0.8031 -5.0533 3.2 0.1 -1.0 0.139
C 5.2059 -0.2131 -4.6317 -2.5 -1.2 -0.5 0.086
C 6.3459 -0.4056 -5.3837 -0.7 -0.3 -1.2 -0.149
C 6.2723 -1.1497 -6.5823 -1.1 -0.8 0.8 0.068
C 5.0576 -1.7670 -6.9327 0.9 1.4 0.6 0.046
C 7.5897 0.3327 -5.0593 0.7 -1.4 -1.0 -0.112
C 8.8859 -0.1576 -5.3827 -1.4 0.1 -0.4 0.050
C 10.0119 0.5588 -5.1010 -1.2 1.1 1.0 0.031
N 9.8421 1.7962 -4.5074 -0.8 -0.6 0.6 -0.069
C 8.5761 2.3111 -4.2298 2.8 -0.8 -1.0 0.069
C 7.4624 1.5851 -4.5570 -0.1 1.7 1.2 0.034
C 11.0154 2.5489 -4.0138 1.0 -0.2 -1.2 0.015
H 2.9207 -3.0890 -6.9587 -0.6 0.0 -0.4 0.116
H 2.3839 -1.5008 -7.6797 0.2 0.1 0.1 0.134
H 1.9067 -2.0008 -6.0242 0.0 0.1 -0.2 0.117
H 2.9478 -0.7001 -4.5851 0.1 0.3 0.3 0.156
H 5.3113 0.3835 -3.7376 -0.7 -0.1 0.2 0.127
H 7.1943 -1.2491 -7.1359 -0.4 -0.3 -0.5 0.120
H 4.8947 -2.3342 -7.8372 0.2 0.0 0.0 0.152
H 8.9685 -1.0604 -5.9695 0.2 -0.3 0.4 0.129
H 10.9766 0.1031 -5.2691 0.3 0.7 0.0 0.151
H 8.6226 3.3101 -3.8220 -0.4 0.0 0.1 0.155
H 6.5045 2.0437 -4.3606 -0.1 0.0 -0.1 0.148
H 11.1841 2.4548 -2.9411 -0.6 0.4 -0.1 0.115
H 11.0117 3.5374 -4.4731 -0.4 0.3 0.8 0.115
H 11.9151 2.1373 -4.4714 -0.1 -0.4 0.0 0.099
As 0.5111 2.7988 -8.3602 -1.8 1.3 -0.1 0.892
F 1.5544 3.4426 -7.0345 -0.4 -0.7 -1.1 -0.335
F 1.0639 4.1052 -9.5028 -0.3 -1.7 1.4 -0.314
F -0.6178 2.1812 -9.6296 1.7 0.5 1.4 -0.291
F -0.0886 1.4944 -7.2604 0.9 0.8 -0.8 -0.333
F -0.7550 3.8799 -7.7362 1.1 -1.0 -0.7 -0.279
F 1.8636 1.7480 -8.8611 -0.7 0.4 0.2 -0.333
As 1.1338 -6.3830 -2.1092 -0.2 -1.7 2.1 0.916
F 1.1973 -6.0232 -0.3082 -0.1 -0.7 -1.8 -0.341
F 1.6854 -4.7218 -2.2695 -0.6 -0.5 -0.7 -0.304
F 1.0332 -6.7043 -3.8575 0.2 0.6 1.1 -0.312
F 0.7205 -8.1348 -1.7838 0.4 2.2 -0.4 -0.319
F -0.6388 -5.9813 -2.0877 2.3 -0.2 -0.2 -0.307
F 2.8904 -6.8861 -2.0847 -1.9 0.6 -0.2 -0.329
As 2.2246 2.2738 0.4064 1.5 -0.7 1.4 0.900
F 2.4183 2.7592 2.1297 -0.5 -0.4 -0.4 -0.357
F 3.8375 1.4972 0.6763 -0.8 0.8 -0.8 -0.345
F 2.2722 1.7595 -1.2860 -0.3 0.5 1.6 -0.274
F 0.6750 3.0349 0.3994 0.1 -1.1 -0.2 -0.248
F 2.8912 3.9035 0.0406 -0.1 -1.8 -0.1 -0.300
F 1.6008 0.5746 0.9961 0.3 2.5 -1.0 -0.374
As -7.2066 -0.6340 -10.7296 -1.3 -0.3 2.9 1.005
F -7.6756 -2.3144 -11.3455 0.4 2.2 0.6 -0.349
F -7.0864 -1.3687 -8.9868 0.0 0.8 -2.4 -0.375
F -6.7361 1.0005 -9.9398 -0.6 -2.5 -1.8 -0.337
F -7.3204 0.0288 -12.4097 0.0 -0.6 2.2 -0.310
F -8.9617 -0.2706 -10.2634 2.4 -0.4 -1.3 -0.331
F -5.5292 -1.1093 -10.9468 -0.7 0.6 -0.2 -0.303
As -7.8802 -5.5668 -2.8627 -0.7 -0.3 0.1 0.858
F -8.0894 -3.9452 -3.5880 0.4 -1.3 0.8 -0.296
F -7.3047 -6.2463 -4.3505 0.4 0.3 -0.3 -0.298
F -7.5126 -7.2100 -2.1458 -0.7 1.6 -0.5 -0.336
F -8.5758 -5.0582 -1.3183 0.9 -0.3 -1.1 -0.279
F -9.5335 -5.9794 -3.4647 1.5 0.1 1.0 -0.308
F -6.1829 -5.0979 -2.4436 -1.3 -0.2 -0.1 -0.339
As -7.1729 4.9083 -3.4407 -0.7 -0.4 -1.3 0.928
F -7.5502 4.5464 -5.1385 0.6 0.4 1.4 -0.286
F -7.4866 6.6408 -3.7243 0.4 -1.1 -0.1 -0.313
F -6.7903 5.3875 -1.7887 -0.4 -0.9 -0.3 -0.310
F -6.8757 3.1225 -3.1997 -0.5 2.1 0.3 -0.327
F -5.3741 5.0803 -3.7876 -2.2 -0.1 0.2 -0.337
F -9.0225 4.7420 -3.0937 2.9 0.0 0.0 -0.354
As -5.6896 -1.5610 3.2045 -0.9 0.0 -1.8 0.911
F -5.7735 -0.5286 1.6542 0.2 -1.3 2.3 -0.336
F -5.9653 -0.1180 4.1652 -0.1 -0.6 -0.1 -0.307
F -5.4812 -2.6526 4.5848 -0.2 1.1 -0.4 -0.305
F -5.3031 -2.9304 2.1804 -0.1 0.9 0.5 -0.275
F -3.9034 -1.1291 3.3823 -1.2 -0.4 -0.3 -0.382
F -7.5088 -1.9124 3.1744 3.0 0.7 0.0 -0.303